A structure of composition C15H23N5Pd. Source: the Open Molecules 2025 dataset; level of theory: the ωB97M-V functional and the def2-TZVPD basis.

Properties
Gap between HOMO and LUMO ... 7.49 eV
E_LUMO ... -7.3741 eV
ΔE to the lowest compared entry with this formula, charge and spin ... 9.2 kJ/mol
Total charge ... +2
E_HOMO ... -0.54608 Eh

Atoms and positions in Å:
Pd 0.0207 0.4121 -0.2787
C -3.6584 -1.1373 -1.6887
C -2.2509 -0.8314 -1.3050
N -1.8427 0.3134 -0.8947
C -2.6324 1.5136 -0.6137
C -1.7020 2.7194 -0.7135
N -0.3349 2.4965 -0.1235
C -0.0634 3.0787 1.2276
C -0.2377 2.1193 2.3930
N 0.5097 0.8817 2.1940
C 1.9704 0.9055 2.3528
C 2.7387 0.7482 1.0156
N 1.9708 -0.1336 0.1380
C 2.2415 -1.3627 -0.0979
C 3.4970 -2.0609 0.3152
C 1.1263 -2.1209 -0.7934
C 1.1722 -3.3549 -1.4221
C 0.0113 -3.8318 -2.0231
C -1.1687 -3.0931 -2.0051
C -1.1552 -1.8668 -1.3667
N -0.0295 -1.4552 -0.7710
H -4.3484 -0.7242 -0.9525
H -3.8316 -2.2075 -1.7587
H -3.8941 -0.6884 -2.6570
H -3.0480 1.3999 0.3907
H -3.4626 1.6343 -1.3104
H -2.1703 3.5916 -0.2568
H -1.5440 2.9447 -1.7673
H 0.3072 2.9667 -0.7507
H -0.6903 3.9592 1.3801
H 0.9698 3.4295 1.1999
H -1.2894 1.8470 2.5032
H 0.0504 2.6556 3.3035
H 0.1157 0.1516 2.7658
H 2.2547 0.0852 3.0116
H 2.3088 1.8261 2.8350
H 3.7460 0.3840 1.2106
H 2.8237 1.7031 0.4972
H 4.3738 -1.4844 0.0230
H 3.5749 -3.0509 -0.1248
H 3.5161 -2.1803 1.4010
H 2.0860 -3.9300 -1.4633
H 0.0287 -4.7900 -2.5255
H -2.0596 -3.4625 -2.4932

natural (NBO) atomic charge list, values in e, 5 entries: atom 1 (Pd): 0.90, atom 2 (C): -0.70, atom 3 (C): 0.36, atom 4 (N): -0.39, atom 5 (C): -0.26